[1]
Formula: C4H14N3
Source: OMol25
Level of theory: the ωB97M-V functional and the def2-TZVPD basis

Geometry as XYZ:
```
21
Properties=species:S:1:pos:R:3:forces:R:3:nbo_charge:R:1
N 2.257072 0.473837 -0.830975 0.084 0.200 -1.489 -0.76
N 0.731699 -1.111486 -1.431789 0.019 -0.235 0.024 -0.76
N 1.266169 -0.738790 0.825992 -1.021 -0.145 1.280 -0.55
C -2.236364 -0.109482 0.332875 -0.778 -0.506 0.037 -0.62
C -2.111476 0.652169 -0.974958 -0.926 0.946 0.116 -0.63
C 1.434214 -0.502209 -0.456579 -0.364 1.499 0.090 0.69
C 1.406845 0.221638 1.946282 1.592 -0.928 0.479 -0.42
H -3.212935 -0.596211 0.427949 -0.170 0.539 -0.014 0.23
H 2.329332 0.635667 -1.828693 0.103 0.004 0.262 0.42
H -2.593689 1.632439 -0.834072 0.399 -0.078 0.193 0.23
H 0.513462 0.247996 2.563386 -0.406 0.286 -0.572 0.24
H -1.610800 -0.999374 0.473389 0.546 0.430 -0.083 0.16
H 0.507854 -0.554518 -2.252179 0.383 -0.299 0.146 0.42
H 2.828554 1.091615 -0.283763 -0.124 -0.365 0.573 0.44
H -0.040994 -1.695456 -1.159244 -0.015 -0.122 0.143 0.42
H -2.141400 0.622873 1.134730 0.232 -0.492 0.327 0.22
H 2.147408 -0.219509 2.623379 0.154 0.370 -0.123 0.23
H 1.761272 1.195331 1.633927 -0.283 0.133 -0.064 0.22
H -1.084704 0.863235 -1.249428 0.109 -0.055 -0.301 0.18
H -2.732009 0.299367 -1.794513 0.510 -0.735 -0.239 0.23
H 0.580485 -1.409123 1.134278 -0.044 -0.449 -0.787 0.42
```
Forces are in eV/Å.

Output
ΔE to the lowest compared entry with this formula, charge and spin, kJ/mol: 68.4
Multiplicity: 1
Kohn-Sham gap, eV: 11.9
HOMO, eV: -14.843
M, g/mol: 104.18
E, Eh: -324.83879
Charge: +1

***

[2]
Formula: C4H14N3
Source: OMol25
Level of theory: the ωB97M-V functional and the def2-TZVPD basis

Geometry as XYZ:
```
21
Properties=species:S:1:pos:R:3:forces:R:3:nbo_charge:R:1
N 0.292645 1.317507 -2.302596 -0.563 0.019 0.213 -0.38
N 0.169049 0.167692 3.099499 0.397 0.215 -0.400 -0.83
N -0.711964 -1.590848 -0.102681 -0.204 0.020 0.246 -0.89
C -0.738466 -1.190953 1.329240 0.083 0.002 -0.093 -0.23
C -0.919497 0.976148 -2.093739 0.521 0.156 -0.144 0.12
C 0.256538 -0.077761 1.647406 -0.410 -0.414 0.825 -0.22
C 1.458378 0.596166 -1.771752 -0.230 -0.569 -0.062 -0.45
H 1.639732 0.944178 -0.758984 0.309 0.131 -0.084 0.25
H 0.657702 1.024849 3.346753 -0.149 -0.118 -0.041 0.37
H 0.413631 2.193553 -2.799245 0.432 -0.054 -0.188 0.44
H -1.107431 0.099851 -1.470405 -0.016 -0.099 -0.127 0.26
H -1.733054 -0.872508 1.629988 -0.094 0.131 -0.110 0.21
H 2.306471 0.686968 -2.441535 0.028 0.401 0.075 0.25
H -1.645093 -1.868922 -0.392196 -0.027 -0.034 0.145 0.37
H -1.671235 1.602354 -2.553926 -0.278 -0.082 0.186 0.22
H -0.185694 -2.454468 -0.153440 0.192 0.030 -0.286 0.38
H -0.035690 0.844438 1.143934 0.097 0.041 -0.186 0.17
H -0.503564 -2.044406 1.969607 0.011 -0.022 0.016 0.19
H 0.656328 -0.571829 3.592840 -0.106 -0.045 0.078 0.36
H 1.254129 -0.401767 1.331237 0.089 0.191 -0.206 0.16
H 1.192479 -0.459237 -1.729082 -0.082 0.099 0.144 0.25
```
Forces are in eV/Å.

Output
ΔE to the lowest compared entry with this formula, charge and spin, kJ/mol: 202.5
Multiplicity: 1
Kohn-Sham gap, eV: 7.6
HOMO, eV: -12.424
M, g/mol: 104.18
E, Eh: -324.78773
Charge: +1

***

[3]
Formula: C4H14N3O
Source: OMol25
Level of theory: the ωB97M-V functional and the def2-TZVPD basis

Geometry as XYZ:
```
22
Properties=species:S:1:pos:R:3:forces:R:3:nbo_charge:R:1
O -0.926362 1.663747 -1.730580 -0.743 1.804 0.846 -0.92
N 0.181911 -0.363147 -0.440263 2.113 0.357 2.177 -0.56
N 1.076599 -1.075866 -2.357016 -0.162 -0.527 -1.305 -0.76
N 1.580722 -2.305472 -0.286729 -1.450 -1.504 -1.924 -0.87
C -1.714130 1.069189 1.644924 0.600 -0.261 4.958 -0.65
C 0.280701 -0.341089 1.023083 -1.913 -2.616 3.271 -0.24
C 0.995611 -1.251379 -1.021609 -1.291 2.358 -1.067 0.69
C -0.183407 0.918001 1.820498 -0.815 -1.345 -1.945 -0.41
H 0.418776 1.694551 1.321166 -0.553 0.511 0.563 0.20
H -1.973372 2.017604 1.963996 -0.506 2.745 -0.551 0.23
H 1.706065 -1.575846 -2.972130 -0.026 -0.340 0.590 0.42
H -2.112673 0.770355 0.769094 -1.116 -0.647 -3.169 0.20
H 0.387187 -0.525372 -2.910889 0.728 -0.393 1.242 0.43
H 0.107792 0.838984 2.881263 -0.012 -0.079 -0.644 0.25
H -0.333087 2.293077 -2.133288 1.097 -0.153 -1.069 0.49
H -0.416541 -1.237481 1.252156 1.086 1.395 0.599 0.21
H -0.299841 0.538407 -0.779972 1.053 -1.534 -0.964 0.47
H -2.433200 0.643940 2.454527 1.841 -0.670 -1.072 0.24
H 1.231486 -0.579267 1.538381 0.002 -0.180 -1.442 0.22
H -1.347874 2.374276 -1.193011 -0.622 -1.114 0.095 0.50
H 1.183670 -3.208361 -0.748293 1.436 1.845 1.208 0.42
H 2.589968 -2.358849 -0.095311 -0.747 0.348 -0.397 0.44
```
Forces are in eV/Å.

Output
ΔE to the lowest compared entry with this formula, charge and spin, kJ/mol: 263.1
Multiplicity: 1
Kohn-Sham gap, eV: 10.7
HOMO, eV: -13.780
M, g/mol: 120.18
E, Eh: -400.03235
Charge: +1

***

| no. | F_max (eV/Å) |
| --- | --- |
| 1 | 1.90 |
| 2 | 1.01 |
| 3 | 5.00 |